1.
Here is a 2-piece molecular cluster, C2H3FOS overall from the Open Molecules 2025 dataset. Energies are from ωB97M-V with the def2-TZVPD basis set.

Calculated values
ΔE to the lowest compared entry with this formula, charge and spin = 1.265 eV
multiplicity = 1
orbital gap = 8.57 eV
SMILES string = O=CF.C=S
HOMO energy = -9.23 eV
largest force on an atom = 0.60 eV/Å

XYZ file:
```
8
C2H3FOS, DFT ωB97M-V with the def2-TZVPD basis set
C -2.717 -0.201 0.179
C 2.744 0.229 -0.136
O -3.776 -0.662 0.371
F -2.555 0.997 -0.410
S 2.037 -1.212 -0.174
H 2.323 1.057 0.417
H -1.727 -0.614 0.419
H 3.670 0.407 -0.666
```



2.
Here is C20H16Cl4IrN7O4S2 as an isolated structure from the Open Molecules 2025 dataset. Energies are from ωB97M-V with the def2-TZVPD basis set.

Calculated values
total charge = +1
ΔE to the lowest compared entry with this formula, charge and spin = 1.768 eV
expectation value of S² = 0.78
multiplicity = 2
orbital gap (spin up / spin down) = 6.96 / 5.60 eV
HOMO energy (spin up / spin down) = -10.59 / -10.59 eV
largest force on an atom = 3.30 eV/Å

XYZ file:
```
54
C20H16Cl4IrN7O4S2, DFT ωB97M-V with the def2-TZVPD basis set
Ir 0.697 0.665 -0.564
N -1.610 -4.229 4.792
C -1.513 -3.629 3.573
C -2.626 -2.980 3.011
C -2.534 -2.375 1.781
C -1.322 -2.411 1.086
C -0.207 -3.044 1.630
C -0.307 -3.656 2.859
S -1.189 -1.532 -0.380
O 0.166 -1.707 -0.930
O -2.317 -1.749 -1.218
N -0.998 0.036 0.044
C -1.717 1.196 0.102
N -0.826 2.154 -0.229
C -1.237 3.421 -0.189
C -2.539 3.699 0.174
C -3.370 2.625 0.481
N -2.972 1.350 0.456
H -2.458 -4.184 5.323
H -0.815 -4.668 5.215
H -3.562 -2.959 3.555
H -3.394 -1.874 1.352
H 0.726 -3.058 1.081
H 0.552 -4.163 3.281
H -0.523 4.188 -0.457
H -2.896 4.716 0.215
H -4.403 2.792 0.763
Cl 6.424 1.529 3.007
C 4.805 1.262 2.556
C 3.820 1.008 3.586
Cl 4.323 0.978 5.216
C 2.512 0.796 3.264
Cl 1.294 0.498 4.427
C 2.123 0.816 1.892
O 0.917 0.624 1.514
C 3.099 1.082 0.879
O 2.687 1.117 -0.344
C 4.446 1.292 1.235
Cl 5.572 1.584 -0.032
C -2.379 -0.263 -4.853
C -1.086 0.190 -5.521
C -0.036 0.582 -4.526
N -0.213 0.598 -3.262
N 0.937 0.996 -2.559
C 1.963 1.259 -3.347
N 3.173 1.664 -2.951
S 1.569 1.059 -5.009
H -3.082 -0.605 -5.611
H -2.840 0.553 -4.297
H -2.198 -1.077 -4.151
H -1.269 1.043 -6.178
H -0.678 -0.604 -6.151
H 3.408 1.603 -1.966
H 3.903 1.794 -3.626
```



3.
Here is a 5-piece molecular cluster, C14H20Cl12N2O overall from the Open Molecules 2025 dataset. Energies are from ωB97M-V with the def2-TZVPD basis set.

Calculated values
multiplicity = 1
orbital gap = 10.20 eV
SMILES string = COCCCCC[C@@H](C#N)CC#N.ClC(Cl)Cl.ClC(Cl)Cl.ClC(Cl)Cl.ClC(Cl)Cl
HOMO energy = -10.03 eV
largest force on an atom = 12.05 eV/Å

XYZ file:
```
49
C14H20Cl12N2O, DFT ωB97M-V with the def2-TZVPD basis set
C -4.919 -0.044 -2.472
O -4.857 1.161 -1.621
C -3.904 2.156 -2.137
C -2.367 1.693 -1.800
C -1.764 2.269 -0.387
C -1.051 1.087 0.557
C 0.580 1.028 0.402
C 1.138 -0.057 -0.693
C 0.845 -1.638 -0.292
N 0.367 -2.795 0.033
C 0.669 0.216 -2.242
C 1.825 -0.246 -3.353
N 2.540 -0.794 -4.295
H -3.888 -0.336 -2.964
H -5.277 -0.942 -1.788
H -5.694 0.062 -3.374
H -4.111 3.206 -1.663
H -4.014 2.212 -3.307
H -1.651 2.085 -2.656
H -2.250 0.506 -1.755
H -0.936 3.108 -0.534
H -2.670 2.684 0.247
H -1.271 1.436 1.677
H -1.588 0.039 0.445
H 1.017 0.703 1.464
H 0.974 2.105 0.161
H 2.327 0.048 -0.687
H -0.347 -0.354 -2.439
H 0.431 1.375 -2.399
C 0.494 0.965 -6.807
Cl 1.366 2.035 -7.917
Cl 0.173 1.789 -5.272
Cl -1.018 0.405 -7.542
H 1.122 0.093 -6.605
C -0.939 1.597 4.821
Cl -0.051 3.088 4.462
Cl -2.649 1.773 4.390
Cl -0.220 0.223 3.965
H -0.873 1.407 5.895
C 3.267 -3.192 2.838
Cl 2.850 -4.639 3.770
Cl 2.110 -1.889 3.160
Cl 4.917 -2.664 3.213
H 3.218 -3.440 1.775
C 5.171 -3.954 6.649
Cl 5.156 -5.143 7.963
Cl 4.158 -2.560 7.059
Cl 6.829 -3.436 6.298
H 4.761 -4.427 5.753
```



4.
Here is a single C5H10 molecule from the Open Molecules 2025 dataset. Energies are from ωB97M-V with the def2-TZVPD basis set.

Calculated values
ΔE to the lowest compared entry with this formula, charge and spin = 2.188 eV
multiplicity = 1
orbital gap = 10.33 eV
SMILES string = C=CCCC
HOMO energy = -9.13 eV
largest force on an atom = 6.48 eV/Å

XYZ file:
```
15
C5H10, DFT ωB97M-V with the def2-TZVPD basis set
C 1.956 0.867 0.881
C 0.954 -0.347 0.610
C -0.276 0.231 -0.239
C -1.649 -0.494 -0.188
C -2.274 -0.909 -1.437
H 2.740 0.388 1.533
H 1.593 1.780 1.210
H 2.532 1.086 -0.068
H 0.557 -0.636 1.492
H 1.380 -1.213 0.139
H -0.465 1.193 0.229
H -0.026 0.672 -1.206
H -2.223 -0.362 0.723
H -1.573 -0.871 -2.289
H -3.227 -1.385 -1.389
```



5.
Here is C13H32ClO2P2SiTi as an isolated structure from the Open Molecules 2025 dataset. Energies are from ωB97M-V with the def2-TZVPD basis set.

Calculated values
total charge = +3
multiplicity = 1
orbital gap = 5.98 eV
HOMO energy = -18.30 eV
largest force on an atom = 7.82 eV/Å

XYZ file:
```
52
C13H32ClO2P2SiTi, DFT ωB97M-V with the def2-TZVPD basis set
C -2.981 4.241 -1.213
C -2.436 3.172 -0.417
H -3.597 4.808 -0.506
H -3.546 3.859 -2.078
H -2.189 4.863 -1.640
O -2.400 2.776 0.687
Cl -0.893 1.803 -1.949
Ti -0.001 0.125 -0.699
P -1.993 -1.287 -0.673
C -2.578 -2.281 0.711
C -3.436 -0.249 -0.996
H -4.328 -0.885 -1.079
H -3.027 -2.829 -2.204
H -3.296 0.291 -1.936
H -1.692 -1.952 -2.981
H -2.684 -1.683 1.618
H -3.591 0.494 -0.203
C -2.011 -2.449 -2.061
H -3.551 -2.723 0.465
H -1.336 -3.288 -1.879
H -1.875 -3.081 0.941
P 1.860 1.452 0.206
C 2.562 1.393 1.865
C 3.317 1.400 -0.862
H 0.833 3.408 -0.808
H 2.249 3.813 0.187
H 0.668 3.454 0.949
C 1.347 3.188 0.130
H 3.024 1.471 -1.911
H 3.968 2.241 -0.610
H 3.326 2.173 1.966
H 3.022 0.427 2.062
H 3.865 0.465 -0.724
H 1.795 1.546 2.628
C -0.321 -0.031 1.330
O -0.163 -0.572 2.363
C 3.024 -2.044 1.337
Si 1.943 -2.750 -0.036
C 3.032 -3.959 -0.992
C 0.588 -3.772 0.779
C 1.248 -1.432 -1.161
H 3.641 -2.894 1.680
H 2.403 -1.681 2.173
H 3.693 -1.244 0.990
H 3.364 -4.676 -0.225
H 2.463 -4.483 -1.780
H 3.904 -3.450 -1.439
H 0.195 -3.256 1.671
H -0.238 -4.021 0.097
H 1.082 -4.711 1.086
H 2.034 -0.775 -1.613
H 0.555 -1.841 -1.939
```